[1]
53
Properties=species:S:1:pos:R:3 method="wB97M-V/def2-TZVPD" orbital_gap_ev=8.3 charge=+1 homo_energy_ev=-10.9 largest_force_ev_per_a=0.77 de_lowest_kj_mol=0.0 spin_multiplicity=1 lumo_ev=-2.666
C 1.2822 1.8082 3.4040
O 2.0268 1.2764 2.3346
C 1.6339 1.5267 1.0684
C 0.4944 2.2174 0.7021
C 0.1797 2.4095 -0.6483
C -1.1061 3.0960 -1.0040
N -2.2520 2.2117 -0.6070
C -2.2987 0.9111 -1.3393
C -3.2104 -0.0392 -0.6124
C -4.4327 -0.4209 -1.1472
C -5.2570 -1.2852 -0.4457
C -4.8691 -1.7609 0.7952
C -3.6511 -1.3789 1.3354
C -2.8228 -0.5216 0.6348
C 1.0166 1.9039 -1.6245
C 2.1664 1.2120 -1.2745
C 2.4852 1.0050 0.0567
O 3.5646 0.3474 0.5157
C 4.4136 -0.3307 -0.3819
C 3.7755 -1.5755 -1.0622
O 3.6552 -1.2803 -2.4382
C 2.4572 -1.9367 -0.4066
C 2.4511 -2.3542 0.9189
C 1.2590 -2.6648 1.5461
C 0.0628 -2.5717 0.8538
C 0.0638 -2.1577 -0.4666
C 1.2554 -1.8348 -1.0926
H 0.2722 1.3852 3.4422
H 1.8206 1.5225 4.3053
H 1.2234 2.8998 3.3520
H -0.1491 2.6359 1.4628
H -1.2137 4.0428 -0.4701
H -1.1661 3.2819 -2.0768
H -2.1332 1.9832 0.3899
H -3.1484 2.6975 -0.7176
H -1.2765 0.5214 -1.3625
H -2.6383 1.0917 -2.3599
H -4.7358 -0.0556 -2.1172
H -6.2019 -1.5857 -0.8698
H -5.5120 -2.4341 1.3399
H -3.3457 -1.7532 2.3001
H -1.8578 -0.2496 1.0425
H 0.7866 2.0522 -2.6683
H 2.7982 0.8161 -2.0516
H 4.7748 0.3347 -1.1739
H 5.2597 -0.6325 0.2368
H 4.4703 -2.4188 -0.9305
H 3.4637 -2.0904 -2.9225
H 3.3822 -2.4335 1.4584
H 1.2641 -2.9889 2.5756
H -0.8672 -2.8328 1.3367
H -0.8663 -2.0988 -1.0152
H 1.2524 -1.5033 -2.1209



[2]
10
Properties=species:S:1:pos:R:3 method="wB97M-V/def2-TZVPD" orbital_gap_ev=6.9 homo_energy_ev=-9.0 largest_force_ev_per_a=3.94 de_lowest_kj_mol=272.6 spin_multiplicity=1 lumo_ev=-2.025
C 2.1322 0.6617 -0.9025
C 0.6880 0.7417 -0.4499
S 0.4756 -0.4455 0.8525
S -1.9069 -0.2898 -0.1566
H 2.2853 -0.3586 -1.3064
H 2.5537 0.4931 0.0737
H 2.5179 1.4214 -1.6370
H 0.0511 0.8292 -1.3477
H 0.4643 1.6527 0.1250
H -1.8938 -0.6928 1.0731



[3]
41
Properties=species:S:1:pos:R:3 method="wB97M-V/def2-TZVPD" orbital_gap_ev=1.8 homo_energy_ev=-3.7 largest_force_ev_per_a=3.11 spin_multiplicity=1 lumo_ev=-1.913
N -2.9612 1.3252 -0.6376
C -3.7466 2.1109 -1.6661
C -5.0654 1.2160 -2.0911
S -6.4386 1.5564 -0.8640
H -3.5397 0.5204 -0.2839
H -2.0414 0.9872 -0.9968
H -3.1106 2.4149 -2.6267
H -4.1612 3.0784 -1.1368
H -4.8464 0.0464 -2.0626
H -5.3109 1.4874 -3.2057
H -7.4829 0.6205 -0.9319
H -6.8900 2.8852 -0.8966
C 2.0666 -1.9031 -1.3966
C 1.2524 -1.4835 -0.1529
C 1.7984 -2.2159 1.1008
C 3.1639 -1.7434 1.5881
C 3.4657 -0.2880 1.2531
C 2.2167 0.5965 1.0066
N 1.4201 -0.0206 -0.0689
O 0.2818 0.7041 -0.3899
C 2.7468 1.9706 0.5145
C 1.4670 0.8214 2.3396
C -0.1984 -2.0103 -0.3512
H 1.6764 -1.4295 -2.3033
H 2.0275 -2.9883 -1.5520
H 3.1208 -1.6240 -1.3112
H 1.0840 -2.1029 1.9257
H 1.8498 -3.2994 0.9164
H 3.2201 -1.8934 2.6736
H 3.9501 -2.3756 1.1589
H 4.0909 0.1387 2.0484
H 4.0965 -0.2733 0.3548
H 3.2499 1.8748 -0.4554
H 3.4751 2.3873 1.2215
H 1.9437 2.7093 0.4062
H 2.1302 1.2893 3.0791
H 1.0963 -0.1065 2.7852
H 0.6093 1.4913 2.2168
H -0.2052 -3.1031 -0.4565
H -0.6652 -1.6086 -1.2571
H -0.8363 -1.7629 0.5056



[4]
27
Properties=species:S:1:pos:R:3 method="wB97M-V/def2-TZVPD" orbital_gap_ev=8.8 homo_energy_ev=-7.9 largest_force_ev_per_a=1.09 de_lowest_kj_mol=31.7 spin_multiplicity=1 lumo_ev=0.917
C 1.2316 -2.6188 0.1442
C 1.3075 -1.1905 0.5950
C 2.4513 -0.5786 1.0085
N 2.1803 0.6631 1.5588
C 0.8120 0.7930 1.6184
C 0.0422 1.8165 2.1707
C -1.3305 1.7508 2.1099
C -1.9451 0.6545 1.4638
C -1.1718 -0.3250 0.8844
C 0.2252 -0.3447 1.0389
H 2.0378 -3.2307 0.5539
H 1.3120 -2.7586 -0.9350
H 0.2623 -3.0356 0.4135
H 3.4678 -0.8974 0.8271
H 2.8426 1.1494 2.1366
H 0.5174 2.6881 2.6126
H -1.9465 2.4986 2.5626
H -3.0087 0.5892 1.2668
H -1.5701 -1.1190 0.2617
C -0.6185 1.1294 -2.8385
C -1.2851 -0.2440 -2.7100
H -0.0388 1.1641 -3.7588
H -1.3666 1.8950 -2.9354
H 0.0480 1.3155 -2.0043
H -2.1253 -0.2048 -2.0101
H -1.7555 -0.5581 -3.6460
H -0.5752 -1.0013 -2.3895



[5]
19
Properties=species:S:1:pos:R:3 method="wB97M-V/def2-TZVPD" orbital_gap_ev=8.6 homo_energy_ev=-7.8 largest_force_ev_per_a=0.42 de_lowest_kj_mol=496.3 spin_multiplicity=1 lumo_ev=0.825
C -2.0411 -0.1063 0.8830
O -0.6618 0.1807 0.6669
C -0.4388 0.2483 -1.2150
C -0.3132 1.4934 1.1168
C 1.0524 0.0623 -1.3491
C 1.7139 -1.2182 -0.8372
O 1.7669 -1.2777 0.5755
H -2.6583 0.6066 0.3269
H -2.2522 -0.0628 1.9567
H -2.2150 -1.1164 0.5099
H -0.8719 -0.7708 -1.3272
H 0.7756 1.5477 1.1084
H -0.6878 1.6406 2.1348
H -0.7360 2.2233 0.4194
H 1.6096 0.9347 -0.9773
H 1.1600 0.1024 -2.4479
H 1.1777 -2.0892 -1.2546
H 2.7538 -1.2817 -1.1785
H 0.8662 -1.1168 0.8885



[6]
12
Properties=species:S:1:pos:R:3 method="wB97M-V/def2-TZVPD" orbital_gap_ev="6.6 / 6.6" homo_energy_ev="-7.9 / -7.9" largest_force_ev_per_a=0.35 de_lowest_kj_mol=530.8 spin_multiplicity=1 lumo_ev="-1.280 / -1.269"
C -1.6113 0.9501 -0.2736
C -1.3970 -0.5106 -0.0756
C -0.2333 -1.1358 0.1995
C 1.0198 -0.4756 0.1936
C 2.2526 -0.2470 0.1675
C 3.5698 -0.1109 0.0679
H -2.3911 1.2909 0.4184
H -0.6961 1.5185 -0.0964
H -1.9784 1.1601 -1.2855
H -2.2874 -1.1368 -0.1403
H -0.2642 -2.2094 0.3843
H 3.9627 0.8811 -0.1763